No. 1
Entry from the Open Molecules 2025 dataset: a 7-piece molecular cluster, C33H63NO13P2 overall in a non-equilibrium geometry (ωB97M-V/def2-TZVPD).

Values from the calculation:
SMILES: CCCCc1c(CCCCCOCC)cc(PP(=O)(O)O)c2c1C(=O)C(N=C=O)=C([C@H](C)CCC)C2=O.CO.CO.CO.CO.CO.CO
net charge: 0
largest force on an atom: 6.51 eV Å⁻¹
total energy: -81915.7890 eV

Positions of all 112 atoms, in Å:
C -6.42 -4.98 -0.21
C -4.91 -5.28 0.26
C -4.02 -3.99 -0.15
C -2.68 -4.04 0.76
C -1.89 -2.66 0.84
C -0.46 -2.46 0.22
C 0.35 -3.63 -0.57
C 0.66 -2.98 -2.05
C 0.56 -4.05 -3.25
C 0.13 -3.21 -4.59
C 1.17 -2.02 -4.94
O 0.56 -0.70 -5.01
C 0.92 0.13 -3.89
C 2.46 0.62 -3.88
C 0.32 -1.08 0.31
C -0.30 0.20 0.99
P 0.68 1.81 1.03
P 2.01 1.94 2.75
O 3.47 1.92 2.26
O 1.68 0.79 3.97
O 1.81 3.49 3.52
C -1.74 0.00 1.61
C -2.50 -1.39 1.56
C -3.96 -1.43 2.25
O -4.48 -2.47 2.75
C -4.74 -0.01 2.22
N -6.22 -0.09 2.17
C -6.73 -0.30 3.34
O -7.37 -0.46 4.39
C -4.11 1.26 2.25
C -4.72 2.72 2.19
C -6.23 2.95 1.81
C -3.73 3.57 1.19
C -4.44 4.78 0.42
C -5.12 4.35 -1.01
C -2.49 1.19 2.37
O -1.81 1.99 3.07
H -6.40 -4.40 -1.20
H -7.04 -5.95 -0.32
H -6.94 -4.35 0.60
H -4.88 -5.50 1.38
H -4.50 -6.23 -0.26
H -4.66 -3.06 0.04
H -3.82 -4.06 -1.28
H -2.98 -4.34 1.83
H -2.05 -4.92 0.35
H -0.25 -4.60 -0.65
H 1.37 -3.77 -0.07
H 1.71 -2.53 -2.04
H -0.17 -2.19 -2.22
H 1.59 -4.54 -3.38
H -0.23 -4.86 -3.10
H -0.92 -2.79 -4.40
H 0.06 -3.91 -5.51
H 1.56 -2.25 -6.02
H 2.08 -2.08 -4.26
H 0.70 -0.32 -2.86
H 0.27 1.09 -3.96
H 2.95 0.45 -4.91
H 3.03 0.00 -3.08
H 2.55 1.73 -3.58
H 1.36 -0.98 -0.14
H -0.32 2.86 1.20
H 0.97 1.13 4.56
H 1.44 4.12 2.85
H -4.54 3.21 3.23
H -6.53 2.70 0.72
H -6.96 2.33 2.47
H -6.55 4.05 2.01
H -2.85 3.97 1.80
H -3.30 2.86 0.37
H -3.60 5.52 0.13
H -5.16 5.40 1.07
H -6.25 4.50 -1.02
H -4.91 3.23 -1.15
H -4.59 4.88 -1.90
C 6.15 3.04 4.75
O 4.99 3.82 4.97
H 7.03 3.65 4.95
H 6.15 2.18 5.43
H 6.17 2.69 3.72
H 4.23 3.26 4.80
C -5.38 -1.56 7.39
O -5.76 -0.33 6.78
H -4.86 -1.34 8.32
H -6.27 -2.15 7.60
H -4.72 -2.11 6.72
H -6.23 -0.55 5.96
C 6.78 0.37 1.88
O 6.14 -0.44 2.85
H 7.55 -0.21 1.38
H 6.05 0.70 1.14
H 7.23 1.23 2.37
H 5.46 0.10 3.27
C 2.84 -3.44 -8.57
O 3.27 -2.52 -7.57
H 2.70 -4.42 -8.11
H 1.89 -3.10 -8.99
H 3.59 -3.50 -9.36
H 3.38 -1.66 -8.00
C 7.33 1.98 -1.27
O 6.40 1.20 -2.01
H 7.78 2.72 -1.94
H 6.81 2.50 -0.46
H 8.12 1.34 -0.87
H 6.02 0.55 -1.40
C 8.95 5.60 -2.60
O 8.31 4.78 -1.63
H 9.72 5.01 -3.10
H 8.22 5.93 -3.34
H 9.41 6.46 -2.11
H 7.63 5.32 -1.21

Here are the Mulliken charges for atoms 1 to 6, given in e:
1. C -1.0310
2. C -0.3893
3. C -0.3371
4. C -0.7715
5. C 0.0407
6. C -0.1630


No. 2
Entry from the Open Molecules 2025 dataset: C33H65As3F5N2OSbSi3TeW as an isolated structure in a non-equilibrium geometry (ωB97M-V/def2-TZVPD).

Values from the calculation:
net charge: +2
largest force on an atom: 7.47 eV Å⁻¹
spin multiplicity: 3
total energy: -275675.9969 eV
expectation value of S²: 2.011

Positions of all 115 atoms, in Å:
W 0.28 -0.02 0.87
C 3.00 1.94 -2.19
Sb 1.99 2.83 -0.47
C 2.08 1.16 1.07
C 2.17 1.91 2.41
C 2.02 1.29 3.66
C 2.19 2.01 4.82
C 2.51 3.36 4.75
C 2.63 3.91 3.49
N 2.47 3.22 2.37
Si 3.94 0.60 0.96
C 4.63 0.07 2.64
C 5.02 2.11 0.51
C 4.50 -0.68 -0.35
C -0.05 2.55 -1.42
C -0.17 1.16 -1.89
C -1.13 0.78 -2.85
C -1.05 -0.43 -3.49
C 0.04 -1.26 -3.23
C 0.91 -0.88 -2.24
N 0.78 0.25 -1.50
Si 0.02 3.68 -3.07
C -1.74 3.96 -3.73
C 0.89 2.81 -4.51
C 0.89 5.31 -2.69
Si -1.43 3.34 -0.33
C -0.96 3.61 1.50
C -3.03 2.38 -0.69
C -1.70 5.18 -0.70
H 3.71 2.69 -2.56
H 2.30 1.71 -2.99
H 3.55 1.05 -1.92
H 1.77 0.24 3.72
H 2.08 1.52 5.78
H 2.65 3.95 5.64
H 2.85 4.97 3.36
H 4.97 0.96 3.18
H 5.51 -0.56 2.48
H 3.95 -0.47 3.29
H 4.69 3.01 1.03
H 5.04 2.32 -0.56
H 6.04 1.91 0.82
H 3.81 -1.48 -0.60
H 5.40 -1.15 0.05
H 4.80 -0.19 -1.28
H -1.92 1.47 -3.09
H -1.80 -0.72 -4.22
H 0.21 -2.17 -3.79
H 1.80 -1.47 -2.04
H -2.06 3.15 -4.38
H -1.71 4.86 -4.36
H -2.51 4.12 -2.98
H 0.71 1.74 -4.56
H 1.96 2.99 -4.52
H 0.49 3.24 -5.43
H 0.18 6.13 -2.64
H 1.58 5.54 -3.51
H 1.47 5.29 -1.77
H -0.48 2.79 2.02
H -1.86 3.89 2.08
H -0.28 4.46 1.55
H -2.90 1.30 -0.69
H -3.40 2.67 -1.67
H -3.82 2.64 0.03
H -0.78 5.73 -0.51
H -2.46 5.57 -0.02
H -2.02 5.41 -1.71
C 2.21 -3.82 -0.51
As 1.69 -2.22 0.57
C 2.76 -2.70 2.12
C -1.20 -3.87 -0.17
C -2.68 -3.51 -0.11
C -3.15 -2.89 -1.44
C -2.80 -2.46 1.01
As -1.85 0.62 2.37
C -1.40 0.93 4.24
C -3.78 0.32 2.68
C -3.57 -4.70 0.33
As -3.85 -6.28 -0.83
C -2.12 -6.78 -1.58
C -4.78 -5.73 -2.46
H 1.67 -4.67 -0.10
H 3.28 -3.95 -0.34
H 2.01 -3.71 -1.57
H 2.52 -3.73 2.37
H 2.48 -2.08 2.96
H 3.83 -2.60 1.90
H -0.97 -4.92 0.01
H -0.68 -3.48 -1.05
H -2.62 -1.95 -1.62
H -4.22 -2.68 -1.42
H -2.93 -3.56 -2.27
H -3.40 -2.78 1.86
H -3.14 -1.49 0.65
H -2.25 0.63 4.85
H -1.15 1.97 4.44
H -0.55 0.29 4.49
H -3.84 -0.54 3.34
H -4.35 0.17 1.77
H -4.16 1.20 3.20
H -4.58 -4.35 0.56
H -3.15 -5.11 1.25
H -1.46 -7.20 -0.82
H -1.67 -5.88 -2.01
H -2.28 -7.52 -2.36
H -5.59 -5.04 -2.23
H -5.21 -6.62 -2.92
H -4.08 -5.28 -3.16
F -1.73 -4.15 2.65
Te -0.71 -2.75 1.76
F 0.21 -2.94 3.48
F -1.09 -0.68 -0.18
F 0.49 -4.51 1.71
F -1.80 -1.56 3.23
O 0.43 -0.74 2.39

Here are the Mulliken charges for atoms 1 to 6, given in e:
1. W -0.0696
2. C -1.0141
3. Sb 0.3918
4. C 1.8497
5. C -0.7061
6. C -0.6330


No. 3
Entry from the Open Molecules 2025 dataset: a 9-piece molecular cluster, C33H65Br2O12PS overall (ωB97M-V/def2-TZVPD).

Values from the calculation:
SMILES: CCOCP(CCCS(=O)(=O)O)/C(Br)=C(/C)Br.CC(C)=O.CC(C)=O.CC(C)=O.CC(C)=O.CC(C)=O.CC(C)=O.CC(C)=O.CC(C)=O
net charge: 0
largest force on an atom: 0.33 eV Å⁻¹
total energy: -220052.6317 eV

Positions of all 114 atoms, in Å:
C -0.91 -1.89 -0.28
C -2.17 -1.08 -0.13
O -1.92 0.25 -0.58
C -3.10 1.00 -0.72
P -2.68 2.79 -1.08
C -3.63 3.80 0.15
C -5.08 4.00 -0.28
C -5.99 2.77 -0.34
S -6.32 1.93 1.19
O -5.15 1.88 2.00
O -7.09 0.77 0.91
O -7.30 2.99 1.91
C -0.97 2.90 -0.43
Br 0.23 3.46 -1.81
C -0.45 2.59 0.75
C 0.98 2.62 1.17
Br -1.59 2.00 2.14
H -0.46 -1.69 -1.26
H -1.15 -2.95 -0.24
H -0.18 -1.67 0.50
H -2.97 -1.51 -0.74
H -2.51 -1.05 0.92
H -3.74 0.89 0.17
H -3.66 0.64 -1.60
H -3.14 4.78 0.07
H -3.53 3.47 1.18
H -5.08 4.40 -1.30
H -5.56 4.75 0.35
H -5.65 2.01 -1.04
H -6.99 3.08 -0.67
H -8.21 2.68 1.79
H 1.34 1.59 1.26
H 1.60 3.14 0.44
H 1.08 3.09 2.15
C 2.98 -2.66 0.09
C 2.24 -1.94 1.19
C 2.02 -2.71 2.46
O 1.85 -0.80 1.04
H 3.08 -2.01 -0.78
H 3.97 -2.96 0.44
H 2.44 -3.57 -0.19
H 2.97 -3.02 2.89
H 1.45 -3.62 2.26
H 1.47 -2.09 3.17
C -3.65 -3.73 -4.80
C -3.28 -2.51 -3.99
C -2.85 -1.28 -4.76
O -3.32 -2.51 -2.78
H -3.94 -4.54 -4.14
H -4.48 -3.49 -5.47
H -2.81 -4.04 -5.42
H -3.65 -0.96 -5.43
H -1.99 -1.51 -5.38
H -2.60 -0.48 -4.07
C 6.57 -4.10 4.92
C 5.50 -4.86 4.17
C 5.87 -6.23 3.65
O 4.40 -4.39 3.99
H 6.18 -3.14 5.25
H 6.88 -4.68 5.79
H 7.44 -3.96 4.28
H 6.17 -6.87 4.48
H 6.72 -6.15 2.97
H 5.03 -6.67 3.13
C 2.28 0.07 -6.56
C 1.18 0.87 -5.90
C 1.35 1.14 -4.43
O 0.22 1.27 -6.52
H 2.06 -0.07 -7.61
H 3.23 0.59 -6.44
H 2.38 -0.90 -6.08
H 2.29 1.68 -4.25
H 1.41 0.20 -3.89
H 0.52 1.72 -4.05
C -8.94 5.57 3.01
C -9.52 6.61 3.94
C -9.87 6.14 5.33
O -9.68 7.75 3.59
H -8.72 6.02 2.05
H -8.02 5.15 3.43
H -9.65 4.75 2.89
H -8.98 5.75 5.83
H -10.60 5.34 5.29
H -10.27 6.97 5.91
C 5.93 -2.14 -4.84
C 4.99 -3.13 -5.48
C 5.49 -4.55 -5.62
O 3.88 -2.81 -5.85
H 5.46 -1.16 -4.80
H 6.20 -2.46 -3.84
H 6.85 -2.07 -5.43
H 5.74 -4.95 -4.64
H 6.40 -4.56 -6.22
H 4.73 -5.17 -6.08
C 2.90 -4.40 6.98
C 3.30 -4.11 8.40
C 2.33 -4.53 9.48
O 4.35 -3.57 8.67
H 3.67 -4.03 6.30
H 2.76 -5.47 6.83
H 1.96 -3.91 6.74
H 2.15 -5.61 9.42
H 1.36 -4.04 9.33
H 2.72 -4.28 10.46
C 3.81 5.40 -4.26
C 4.44 4.71 -3.07
C 4.84 5.59 -1.91
O 4.61 3.51 -3.05
H 3.57 4.65 -5.02
H 2.90 5.91 -3.96
H 4.49 6.14 -4.68
H 3.96 6.12 -1.53
H 5.56 6.34 -2.24
H 5.27 4.98 -1.12

Here are the Mulliken charges for atoms 1 to 6, given in e:
1. C -1.2339
2. C -0.2573
3. O 0.0019
4. C -1.0587
5. P -0.2961
6. C -0.7124